No. 1
The following is a DFT calculation (ωB97M-V/def2-TZVPD) of a cluster of 12 separate species, C4H28NO14 in total.

XYZ file:
```
47
Properties=species:S:1:pos:R:3
O 1.24 -0.80 0.22
C 0.36 -0.33 -0.47
O -0.77 -0.84 -0.64
C 0.65 1.04 -1.21
C 0.81 2.21 -0.23
C -0.51 2.62 0.44
O -0.54 2.69 1.64
N 1.96 0.93 -2.01
H -0.19 1.23 -1.95
H 1.25 3.11 -0.89
H 1.59 2.12 0.43
H -1.44 2.88 -0.19
H 2.00 0.09 -2.46
H 2.79 1.21 -1.42
H 0.99 2.16 -3.27
H 0.68 3.56 -2.66
O 0.27 2.88 -3.12
H 2.91 0.16 2.20
H 2.73 0.32 0.78
O 3.27 0.57 1.52
H -1.90 -1.95 3.54
H -2.31 -0.62 3.37
O -2.61 -1.48 3.27
H 0.46 -3.96 -0.19
H -0.95 -4.50 -0.27
O -0.05 -4.75 -0.48
H -1.41 1.68 4.24
H -1.54 1.47 2.76
O -1.90 1.26 3.58
H 0.80 -2.36 -3.81
H 0.82 -3.45 -2.66
O 1.29 -2.90 -3.32
H 1.08 -1.45 1.55
H 0.19 -2.49 2.45
O 0.84 -1.78 2.53
H -1.85 -2.57 1.26
H -1.44 -2.13 -0.17
O -1.56 -2.90 0.48
H -2.75 2.10 -2.92
H -1.49 3.01 -2.80
O -2.48 2.98 -2.76
H -1.31 -1.34 -3.00
H -1.49 -0.01 -2.26
O -1.60 -0.49 -3.22
H 0.88 -0.44 3.74
H 1.43 0.91 4.04
O 0.82 0.35 4.33
```

## Properties
Charge: -1
Gap between HOMO and LUMO, hartree: 0.353
HOMO, Eh: -0.25797

---

No. 2
The following is a DFT calculation (ωB97M-V/def2-TZVPD) of a cluster of 5 separate species, C16H37ClN5O6S in total.

XYZ file:
```
66
Properties=species:S:1:pos:R:3
N 3.79 1.02 -0.13
C 3.56 2.45 -0.23
C 2.79 2.65 -1.54
C 1.38 2.10 -1.45
C 0.55 2.85 -0.43
S -1.13 2.22 -0.44
O -1.79 2.78 -1.58
O -1.11 0.80 -0.46
Cl -2.16 2.89 1.22
H 4.07 0.80 0.83
H 4.48 3.03 -0.36
H 3.01 2.86 0.63
H 3.30 2.02 -2.27
H 2.86 3.69 -1.89
H 1.48 1.08 -1.11
H 0.93 2.08 -2.44
H 0.46 3.92 -0.64
H 1.00 2.72 0.55
C 4.07 5.75 3.09
C 4.87 5.13 1.97
O 4.38 4.82 0.91
N 6.21 4.92 2.20
C 6.97 5.22 3.39
H 3.04 5.85 2.77
H 4.09 5.12 3.98
H 4.45 6.74 3.34
H 6.68 4.50 1.42
H 7.78 5.91 3.14
H 7.42 4.30 3.78
H 6.35 5.67 4.16
C 0.91 -3.67 -2.57
C 2.12 -2.89 -2.10
O 3.24 -3.09 -2.58
N 1.92 -1.97 -1.13
C 0.67 -1.62 -0.47
H 1.23 -4.36 -3.34
H 0.47 -4.23 -1.74
H 0.16 -2.99 -2.99
H 2.76 -1.46 -0.86
H 0.47 -0.57 -0.64
H 0.78 -1.79 0.60
H -0.17 -2.21 -0.83
C -2.70 -2.34 1.13
C -2.06 -3.64 0.72
O -1.32 -3.73 -0.25
N -2.33 -4.74 1.48
C -3.18 -4.82 2.66
H -2.39 -1.55 0.44
H -3.79 -2.42 1.09
H -2.38 -2.06 2.13
H -1.88 -5.58 1.16
H -2.59 -5.17 3.51
H -3.98 -5.54 2.48
H -3.61 -3.86 2.90
C -5.93 -3.73 -1.18
C -5.88 -2.24 -0.97
O -5.40 -1.74 0.04
N -6.39 -1.45 -1.94
C -6.99 -1.85 -3.20
H -5.49 -4.23 -0.31
H -6.96 -4.07 -1.28
H -5.36 -4.01 -2.06
H -6.32 -0.46 -1.74
H -6.42 -1.42 -4.03
H -8.01 -1.47 -3.25
H -7.01 -2.93 -3.30
```

## Properties
Charge: -1
Gap between HOMO and LUMO, hartree: 0.131
HOMO, Eh: -0.05223

---

No. 3
The following is a DFT calculation (ωB97M-V/def2-TZVPD) of a cluster of 13 separate species, C35H94N12O19 in total.

XYZ file:
```
160
Properties=species:S:1:pos:R:3
C 0.42 8.32 -3.12
C -0.21 7.43 -2.05
C -1.51 6.92 -2.68
C -2.07 5.70 -1.96
C -1.01 4.62 -1.90
C 0.28 5.06 -1.23
N 0.69 6.30 -1.86
O 1.92 6.72 -1.27
C -0.05 5.14 0.30
C 1.33 3.97 -1.35
C -0.48 8.27 -0.80
H 0.64 7.76 -4.03
H 1.41 8.71 -2.82
H -0.12 9.25 -3.29
H -2.23 7.74 -2.73
H -1.32 6.62 -3.71
H -3.00 5.31 -2.37
H -2.36 6.05 -0.97
H -0.78 4.17 -2.89
H -1.49 3.73 -1.46
H 0.83 5.36 0.90
H -0.74 5.95 0.54
H -0.59 4.23 0.56
H 0.85 2.98 -1.32
H 1.77 3.99 -2.36
H 2.12 4.05 -0.61
H -0.73 9.29 -1.10
H 0.37 8.40 -0.13
H -1.32 7.87 -0.24
H 2.51 6.78 -2.03
C -1.66 -1.77 2.05
C -0.19 -2.03 1.70
C -0.12 -2.57 0.26
C -0.36 -1.54 -0.83
C 0.70 -0.45 -0.69
C 0.66 0.18 0.72
N 0.69 -0.86 1.75
O 0.66 -0.25 3.05
C 1.93 1.03 0.84
C -0.53 1.16 0.79
C 0.40 -3.12 2.59
H -2.25 -1.27 1.28
H -1.72 -1.18 2.96
H -2.14 -2.70 2.36
H 0.88 -3.01 0.13
H -0.78 -3.42 0.03
H -1.36 -1.12 -0.73
H -0.31 -2.02 -1.81
H 0.45 0.35 -1.38
H 1.70 -0.85 -0.89
H 1.84 1.61 1.77
H 2.89 0.51 0.93
H 1.93 1.76 0.03
H -1.50 0.67 0.81
H -0.51 1.70 1.74
H -0.48 1.86 -0.04
H 0.54 -2.80 3.62
H 1.38 -3.44 2.24
H -0.33 -3.93 2.69
H 1.61 -0.26 3.23
C 4.20 2.07 -2.77
C 5.30 1.71 -3.79
O 6.21 0.77 -3.28
O 4.02 1.12 -1.72
H 3.26 2.23 -3.31
H 4.44 2.99 -2.24
H 5.76 2.65 -4.11
H 4.84 1.24 -4.66
H 6.53 1.11 -2.44
H 3.97 0.26 -2.14
C -2.07 -5.55 -3.65
C -1.08 -6.10 -4.66
O -0.80 -5.12 -5.63
O -1.43 -4.41 -3.02
H -2.42 -6.29 -2.92
H -2.94 -5.08 -4.11
H -1.47 -7.03 -5.09
H -0.17 -6.35 -4.09
H -0.73 -4.34 -5.05
H -0.65 -4.75 -2.54
C -2.62 1.29 -2.70
C -3.56 2.42 -3.04
O -4.35 2.75 -1.92
O -3.38 0.11 -2.40
H -2.01 1.53 -1.82
H -1.94 1.03 -3.51
H -4.13 2.14 -3.93
H -3.00 3.32 -3.32
H -4.98 2.04 -1.79
H -3.62 0.15 -1.46
C 1.57 -0.85 -4.34
C 1.26 -2.25 -4.79
O 2.39 -3.00 -5.21
O 2.35 -0.10 -5.29
H 2.14 -0.82 -3.40
H 0.67 -0.24 -4.26
H 0.50 -2.23 -5.57
H 0.78 -2.81 -3.98
H 2.41 -3.05 -6.17
H 3.23 -0.49 -5.36
C 4.29 -1.94 0.94
C 5.51 -1.17 1.47
O 6.65 -1.69 0.82
O 4.50 -3.33 0.71
H 3.96 -1.44 0.02
H 3.52 -1.90 1.71
H 5.56 -1.35 2.54
H 5.36 -0.12 1.20
H 7.46 -1.20 0.96
H 4.81 -3.44 -0.19
C 0.87 -6.94 -0.76
C 1.70 -5.72 -1.00
O 1.23 -5.01 -2.14
O -0.52 -6.68 -0.55
H 1.31 -7.57 0.02
H 0.92 -7.58 -1.66
H 2.72 -6.08 -1.15
H 1.72 -5.06 -0.13
H 1.97 -4.59 -2.59
H -0.78 -7.00 0.32
C -1.57 0.43 6.28
O -2.62 0.16 6.87
N -0.95 -0.49 5.49
N -0.99 1.66 6.35
H -0.07 -0.32 5.04
H -1.39 -1.39 5.38
H -0.17 1.96 5.86
H -1.48 2.29 6.96
C 3.11 -0.74 5.28
O 3.49 -0.27 4.21
N 2.42 0.03 6.19
N 3.45 -2.00 5.70
H 2.31 -0.26 7.14
H 2.52 1.02 6.03
H 3.15 -2.33 6.60
H 4.09 -2.51 5.12
C -4.19 -2.41 -0.58
O -4.86 -1.39 -0.41
N -4.24 -3.48 0.28
N -3.43 -2.58 -1.70
H -3.75 -4.32 0.04
H -4.97 -3.46 0.97
H -2.88 -3.42 -1.78
H -3.39 -1.82 -2.36
C -3.45 -3.19 5.40
O -2.50 -3.22 6.16
N -4.41 -2.20 5.43
N -3.60 -4.13 4.40
H -5.17 -2.22 4.77
H -4.04 -1.34 5.85
H -4.45 -4.14 3.86
H -3.03 -4.94 4.53
C -4.64 1.07 4.26
O -5.74 0.73 4.68
N -3.83 0.21 3.57
N -4.18 2.35 4.37
H -3.98 -0.77 3.55
H -2.93 0.53 3.26
H -4.68 3.06 4.85
H -3.38 2.65 3.84
```

## Properties
Charge: 0
Gap between HOMO and LUMO, hartree: 0.313
HOMO, Eh: -0.31050

---

No. 4
The following is a DFT calculation (ωB97M-V/def2-TZVPD) of a cluster of 3 separate species, C32H30O9P3 in total.

XYZ file:
```
74
Properties=species:S:1:pos:R:3
C -0.20 -1.80 0.44
C 0.73 -0.84 1.19
C 0.71 0.54 0.56
O -0.56 1.07 0.49
P -0.43 2.80 0.06
O 0.93 2.83 1.18
C 1.56 1.61 1.30
P 3.20 1.64 0.40
P 4.65 2.22 1.91
O 4.09 2.47 3.24
O 5.48 3.45 1.31
O 5.84 1.13 1.91
H -0.11 -1.62 -0.63
H 0.06 -2.84 0.62
H -1.24 -1.61 0.70
H 1.75 -1.23 1.13
H 0.45 -0.78 2.25
H 1.11 0.40 -0.46
H -1.56 2.69 -0.85
H -1.33 3.19 1.12
H -0.29 4.21 -0.29
H 0.46 2.48 -1.04
H 1.67 1.38 2.36
H 3.49 0.28 0.22
H 5.03 4.28 1.53
H 6.60 1.45 1.42
C -9.83 2.59 -0.67
C -10.47 2.32 0.54
C -9.77 2.43 1.73
C -8.43 2.80 1.72
C -7.79 3.05 0.51
C -8.50 2.95 -0.68
C -6.34 3.42 0.46
O -5.81 3.67 -0.60
C -5.60 3.49 1.75
C -4.24 3.78 1.74
C -3.54 3.86 2.93
C -4.20 3.66 4.14
C -5.55 3.36 4.16
C -6.26 3.27 2.97
C -7.70 2.93 3.02
O -8.28 2.75 4.07
H -10.38 2.50 -1.60
H -11.51 2.02 0.55
H -10.25 2.23 2.68
H -7.99 3.16 -1.61
H -3.73 3.93 0.80
H -2.48 4.08 2.91
H -3.65 3.73 5.07
H -6.07 3.19 5.09
C 3.38 -6.96 -4.58
C 4.67 -7.17 -5.05
C 5.72 -6.41 -4.57
C 5.49 -5.43 -3.61
C 4.19 -5.20 -3.15
C 3.14 -5.97 -3.63
C 3.90 -4.13 -2.15
O 2.77 -3.96 -1.74
C 5.04 -3.30 -1.68
C 4.79 -2.26 -0.79
C 5.84 -1.49 -0.32
C 7.14 -1.74 -0.75
C 7.39 -2.77 -1.64
C 6.34 -3.55 -2.12
C 6.64 -4.63 -3.09
O 7.77 -4.86 -3.46
H 2.56 -7.55 -4.96
H 4.86 -7.93 -5.80
H 6.73 -6.57 -4.92
H 2.14 -5.79 -3.26
H 3.78 -2.08 -0.46
H 5.65 -0.68 0.37
H 7.96 -1.14 -0.38
H 8.40 -2.98 -1.98
```

## Properties
Charge: -1
Gap between HOMO and LUMO, hartree: 0.185
HOMO, Eh: -0.16446

---

No. 5
The following is a DFT calculation (ωB97M-V/def2-TZVPD) of a cluster of 2 separate species, C4H12S in total.

XYZ file:
```
17
Properties=species:S:1:pos:R:3
C -0.34 1.30 3.28
C -0.83 1.32 1.82
H 0.12 2.24 3.55
H -1.17 1.11 3.95
H 0.36 0.48 3.44
H -0.86 2.33 1.39
H -1.84 0.93 1.75
H -0.18 0.70 1.20
C -0.58 -1.51 -2.17
C 1.24 0.40 -1.47
S 0.33 -0.93 -0.77
H -1.49 -0.91 -2.29
H 0.06 -1.49 -3.05
H -0.92 -2.52 -1.95
H 0.54 1.12 -1.89
H 1.91 0.06 -2.26
H 1.86 0.86 -0.72
```

## Properties
Charge: +1
Gap between HOMO and LUMO (alpha / beta), hartree: 0.432 / 0.242
2S+1: 2
HOMO (alpha / beta), Eh: -0.55271 / -0.55265

---

No. 6
The following is a DFT calculation (ωB97M-V/def2-TZVPD) of a cluster of 2 separate species, C4H10O3 in total.

XYZ file:
```
17
Properties=species:S:1:pos:R:3
O 0.32 -1.89 1.52
C -0.01 -0.80 1.93
C -0.87 0.13 1.12
C -0.08 0.54 -0.15
C 0.02 2.10 -0.29
O -0.87 2.54 -1.33
H 0.35 -0.45 2.91
H -1.18 0.95 1.77
H -1.81 -0.39 0.91
H 0.94 0.18 -0.10
H -0.74 0.33 -0.97
H -0.32 2.61 0.62
H 0.99 2.44 -0.65
H -1.75 2.80 -1.03
O 1.31 -2.56 -2.11
H 2.00 -2.92 -1.58
H 1.03 -1.71 -1.78
```

## Properties
Charge: 0
SMILES string: O=CCCCO.O
Gap between HOMO and LUMO, hartree: 0.393
HOMO, Eh: -0.36809

---

No. 7
The following is a DFT calculation (ωB97M-V/def2-TZVPD) of the molecule C4H12N2O.

XYZ file:
```
19
Properties=species:S:1:pos:R:3
N 2.57 1.26 0.67
C 2.12 0.49 -0.50
C 1.36 -0.79 -0.18
N -0.01 -0.55 0.23
C -0.88 0.06 -0.74
C -2.33 -0.25 -0.47
O -2.69 0.06 0.87
H 1.93 1.18 1.44
H 3.47 0.92 1.00
H 3.00 0.22 -1.09
H 1.50 1.17 -1.09
H 1.44 -1.46 -1.05
H 1.87 -1.30 0.64
H -0.41 -1.34 0.71
H -0.78 1.15 -0.71
H -0.64 -0.22 -1.77
H -2.54 -1.30 -0.71
H -2.94 0.34 -1.15
H -3.09 -0.72 1.26
```

## Properties
Charge: 0
SMILES string: NCCNCCO
Gap between HOMO and LUMO, hartree: 0.341
HOMO, Eh: -0.31062

---

No. 8
The following is a DFT calculation (ωB97M-V/def2-TZVPD) of a structure of composition C10H23BeF6N2O8P.

XYZ file:
```
51
Properties=species:S:1:pos:R:3
Be -0.99 -0.20 -0.67
C -5.02 -2.84 -2.27
O -3.99 -3.47 -2.21
O -6.02 -3.33 -2.83
O -5.08 -1.61 -2.01
P -1.90 6.03 -0.43
F -0.84 5.95 -1.65
F -2.64 7.38 -0.95
F -3.04 5.20 -1.23
F -2.88 5.93 0.89
F -1.27 4.62 0.10
F -0.83 7.01 0.36
O -2.11 3.51 -6.07
C -2.03 2.25 -5.61
O -1.12 1.94 -4.83
O -2.84 1.43 -6.07
H -1.43 3.79 -5.45
C 5.46 1.58 -0.99
C 4.18 0.80 -1.23
C 4.45 -0.51 -1.86
O 3.17 -1.01 -2.21
C 3.28 -2.27 -2.91
N 3.41 0.69 0.05
H 5.97 1.76 -1.94
H 6.26 0.91 -0.66
H 5.44 2.54 -0.49
H 3.58 1.28 -2.00
H 4.91 -1.17 -1.13
H 5.07 -0.47 -2.75
H 3.78 -3.07 -2.37
H 3.75 -2.04 -3.86
H 2.24 -2.57 -3.03
H 3.47 1.62 0.46
H 3.93 0.08 0.66
C 0.00 -2.69 4.80
C -1.03 -3.41 3.79
C -2.46 -2.77 3.91
O -2.38 -1.36 3.50
C -3.46 -0.66 4.10
N -0.49 -3.36 2.42
H 0.96 -3.22 4.84
H -0.53 -2.76 5.75
H 0.20 -1.64 4.60
H -0.95 -4.43 4.15
H -2.84 -2.92 4.92
H -3.17 -3.37 3.34
H -3.24 -0.05 4.97
H -4.34 -1.22 4.40
H -3.77 0.06 3.35
H -1.13 -4.00 1.96
H 0.32 -3.95 2.36
```

## Properties
Charge: -2
Gap between HOMO and LUMO, hartree: 0.083
HOMO, Eh: -0.08809

---

No. 9
The following is a DFT calculation (ωB97M-V/def2-TZVPD) of a structure of composition C2H4N2O2S.

XYZ file:
```
11
Properties=species:S:1:pos:R:3
C -0.89 0.16 -0.22
C 2.20 0.57 -0.04
H -2.72 -0.32 -0.80
H -2.18 -1.91 -0.16
H -0.41 -0.83 1.42
H 2.68 1.50 0.34
N -1.91 -0.68 -0.45
N 0.30 -0.69 0.27
O 1.18 0.34 0.88
O 2.52 0.03 -1.08
S -0.78 1.83 -0.18
```

## Properties
Charge: 0
Gap between HOMO and LUMO, hartree: 0.311
HOMO, Eh: -0.32464

---

No. 10
The following is a DFT calculation (ωB97M-V/def2-TZVPD) of a cluster of 2 separate species, C5H10O in total.

XYZ file:
```
16
Properties=species:S:1:pos:R:3
C 1.00 1.14 -1.14
C 1.98 0.26 -0.94
C 2.40 -0.11 0.43
O 1.86 0.30 1.44
H 0.67 1.43 -2.13
H 0.51 1.59 -0.28
H 2.50 -0.22 -1.77
H 3.27 -0.80 0.50
C -2.25 0.10 0.27
C -1.29 -1.00 0.70
H -3.15 0.12 0.91
H -1.79 1.09 0.34
H -2.58 -0.04 -0.76
H -0.90 -0.82 1.71
H -1.78 -1.98 0.69
H -0.43 -1.05 0.03
```

## Properties
Charge: 0
SMILES string: C=CC=O.CC
Gap between HOMO and LUMO, hartree: 0.371
HOMO, Eh: -0.37090

---

No. 11
The following is a DFT calculation (ωB97M-V/def2-TZVPD) of the molecule C7H3IN2O.

XYZ file:
```
14
Properties=species:S:1:pos:R:3
C -1.61 0.34 -0.18
C -1.98 -1.00 -0.15
C 0.16 -1.70 0.18
C 0.70 -0.38 0.12
C 1.99 -0.10 0.58
C -0.27 0.66 -0.05
C 1.09 2.66 -0.06
N -1.11 -1.97 0.06
N 0.13 1.96 -0.15
O 1.88 3.50 -0.02
I 3.56 -1.25 -0.11
H -2.34 1.12 -0.32
H -3.00 -1.32 -0.30
H 0.81 -2.53 0.40
```

## Properties
Charge: 0
Gap between HOMO and LUMO (alpha / beta), hartree: 0.246 / 0.246
HOMO (alpha / beta), Eh: -0.30837 / -0.30844